The following is a DFT calculation (ωB97M-V/def2-TZVPD) of a molecular structure, C2HBr3O2 at a distorted geometry.

Output
LUMO = -0.62 eV
Orbital gap = 9.89 eV
Energy above the lowest of the compared OMol25 structures with the same formula, charge and spin = 29.9 kJ/mol
Electronic energy = -7949.3072 a.u.

Geometry as ORCA input:
```
! wB97M-V def2-TZVPD RIJCOSX def2/J DEFGRID3
* xyz 0 1
C -0.322 1.164 -0.169
C 0.035 -0.314 0.017
O -0.021 2.035 0.577
O 0.992 -0.350 0.949
Br -1.343 1.519 -1.670
Br -1.312 -1.612 0.626
Br 0.794 -1.154 -1.633
H 1.176 -1.289 1.304
*
```